Entry 1:
81
Properties=species:S:1:pos:R:3 method="wB97M-V/def2-TZVPD" homo_lumo_gap_ev="7.051 / 6.419" charge=+1 lumo_energy_ev="-3.53 / -4.16" e_above_lowest_ev=1.249 spin_multiplicity=2
Ru 0.330 0.939 0.557
O 0.438 2.326 4.239
C 0.404 1.648 3.253
O 0.587 2.131 2.025
C 0.130 0.166 3.296
C -0.045 -0.483 4.524
C -0.246 -1.832 4.513
C -0.224 -2.532 3.287
C -0.364 -3.941 3.228
C -0.276 -4.597 2.037
C -0.043 -3.869 0.850
C 0.062 -2.507 0.867
C -0.032 -1.806 2.090
N 0.099 -0.444 2.127
H -0.018 0.111 5.426
H -0.399 -2.382 5.433
H -0.529 -4.483 4.151
H -0.375 -5.673 1.997
H 0.052 -4.400 -0.089
H 0.236 -1.960 -0.049
C -1.825 3.237 1.065
O -1.725 1.858 0.645
C -2.731 0.989 0.992
C -3.692 1.234 1.949
C -4.669 0.263 2.151
Br -5.992 0.574 3.457
C -4.692 -0.904 1.421
C -3.709 -1.147 0.455
C -2.725 -0.191 0.253
O -1.677 -0.334 -0.660
C -3.809 -2.396 -0.316
N -4.904 -3.096 -0.394
C -4.575 -4.200 -1.162
C -5.367 -5.278 -1.560
C -4.775 -6.260 -2.324
C -3.422 -6.184 -2.699
C -2.625 -5.123 -2.320
C -3.231 -4.136 -1.547
N -2.763 -2.956 -1.004
H -2.750 3.649 0.663
H -0.962 3.738 0.642
H -1.799 3.315 2.149
H -3.706 2.146 2.528
H -5.463 -1.646 1.567
H -2.027 -0.328 -1.562
H -6.407 -5.331 -1.270
H -5.360 -7.111 -2.648
H -2.998 -6.975 -3.303
H -1.587 -5.063 -2.623
H -1.810 -2.642 -0.978
C 5.475 0.067 1.206
C 5.151 -0.195 -0.257
N 4.504 0.947 -0.919
C 5.374 1.888 -1.651
C 5.752 3.115 -0.835
C 3.201 1.200 -0.832
S 2.244 -0.038 0.013
N 2.772 2.308 -1.414
C 1.524 2.753 -1.507
O 0.495 2.329 -0.905
C 1.307 3.906 -2.417
C 0.017 4.401 -2.604
C -0.200 5.480 -3.444
C 0.870 6.074 -4.101
C 2.156 5.585 -3.919
C 2.376 4.504 -3.081
H 5.890 -0.835 1.656
H 4.580 0.344 1.762
H 6.208 0.865 1.313
H 4.521 -1.076 -0.365
H 6.063 -0.397 -0.817
H 4.853 2.180 -2.559
H 6.261 1.326 -1.938
H 4.862 3.674 -0.550
H 6.390 3.766 -1.433
H 6.301 2.844 0.066
H -0.815 3.931 -2.098
H -1.203 5.860 -3.586
H 0.700 6.918 -4.755
H 2.990 6.047 -4.430
H 3.374 4.121 -2.929



Entry 2:
61
Properties=species:S:1:pos:R:3 method="wB97M-V/def2-TZVPD" homo_lumo_gap_ev=7.527 charge=+1 lumo_energy_ev=-4.54 e_above_lowest_ev=3.253
C -1.123 -2.718 1.400
C -1.391 -1.731 2.296
C -2.259 -0.477 2.033
C -1.772 0.915 1.846
C -0.310 1.279 1.944
C 0.849 0.316 2.291
S 1.377 -0.759 0.856
O 2.756 -0.503 0.459
O 0.364 -0.572 -0.183
C 0.002 2.692 1.679
B 1.501 3.307 1.677
O 1.718 4.470 2.488
C 2.732 2.751 0.823
C 3.982 2.650 1.816
C -1.065 3.714 1.348
C -2.473 3.389 1.298
C -2.815 1.951 1.552
C -4.282 1.600 1.496
I -5.856 3.005 1.147
C -4.602 0.210 1.711
N -3.623 -0.756 1.977
C -4.170 -2.132 2.201
C -4.225 -2.988 0.853
C -3.771 -4.501 1.072
F -3.556 -2.365 -0.226
H -1.188 -2.592 0.284
H -0.845 -3.753 1.747
H -0.914 -1.796 3.315
H 0.524 -0.308 3.177
H 1.801 0.807 2.636
H 1.369 -2.051 1.384
H 1.739 5.206 1.844
H 2.531 1.813 0.247
H 3.008 3.556 0.070
H 4.749 1.898 1.505
H 4.506 3.652 1.805
H 3.682 2.496 2.894
H -0.787 4.780 1.127
H -3.260 4.152 1.076
H -5.684 -0.078 1.701
H -5.251 -2.008 2.506
H -3.681 -2.664 3.052
H -5.307 -3.065 0.535
H -3.341 -4.904 0.121
H -4.701 -5.096 1.298
H -3.102 -4.616 1.965
C 2.656 -0.152 -2.415
C 2.028 0.529 -3.613
O 2.931 0.570 -4.726
C 3.088 -0.584 -5.385
O 2.538 -1.627 -5.131
O 3.980 -0.386 -6.363
C 4.320 -1.570 -7.083
H 3.607 0.320 -2.157
H 1.992 -0.103 -1.548
H 2.869 -1.203 -2.620
H 1.802 1.567 -3.362
H 1.087 0.054 -3.901
H 3.431 -2.068 -7.471
H 4.889 -2.245 -6.442
H 4.947 -1.278 -7.924



Entry 3:
96
Properties=species:S:1:pos:R:3 method="wB97M-V/def2-TZVPD" homo_lumo_gap_ev=10.108 charge=0 smiles="O=C1OC[C@@H](F)O1.O=C1OC[C@@H](F)O1.O=C1OC[C@@H](F)O1.O=C1OC[C@@H](F)O1.O=C1OC[C@@H](F)O1.O=C1OC[C@@H](F)O1.O=C1OC[C@@H](F)O1.O=C1OC[C@@H](F)O1.O=C1OC[C@@H](F)O1.CC#N" lumo_energy_ev=-0.28
O 0.765 1.313 -3.764
C 0.744 2.538 -3.936
O 1.413 3.395 -3.216
C 1.597 4.532 -3.997
C 0.355 4.570 -4.718
F 0.358 5.127 -6.013
O 0.128 3.201 -4.875
H 1.823 5.373 -3.340
H 2.354 4.493 -4.780
H -0.512 4.888 -4.138
O -3.083 -6.945 1.040
C -2.863 -5.776 0.751
O -1.818 -5.291 0.096
C -1.814 -3.846 0.121
C -3.161 -3.509 0.646
F -3.856 -3.154 -0.430
O -3.605 -4.689 1.171
H -1.060 -3.460 0.807
H -1.463 -3.445 -0.829
H -3.148 -2.575 1.207
O -6.555 -1.473 -1.330
C -6.218 -0.746 -0.365
O -5.703 0.488 -0.449
C -5.186 0.928 0.751
C -5.993 0.028 1.694
F -7.136 0.639 2.011
O -6.368 -1.037 0.881
H -4.116 0.723 0.773
H -5.147 2.010 0.882
H -5.516 -0.167 2.654
O -3.867 -4.203 -4.078
C -3.503 -3.060 -3.747
O -4.264 -1.992 -3.859
C -3.570 -0.919 -3.317
C -2.130 -1.418 -3.407
F -1.399 -0.916 -2.415
O -2.335 -2.774 -3.188
H -3.840 0.052 -3.733
H -3.819 -0.723 -2.274
H -1.624 -1.284 -4.363
O 1.393 -2.249 -0.762
C 1.686 -3.456 -0.751
O 1.164 -4.412 -1.511
C 1.691 -5.707 -1.217
C 2.794 -5.403 -0.275
F 4.016 -5.478 -0.801
O 2.576 -4.079 0.142
H 0.907 -6.342 -0.805
H 2.179 -6.254 -2.023
H 2.774 -6.134 0.533
O 1.193 7.146 3.237
C 0.616 6.653 2.280
O 0.901 6.787 0.986
C -0.134 6.250 0.112
C -0.811 5.399 1.116
F -0.542 4.074 0.934
O -0.470 5.863 2.409
H -0.875 6.960 -0.256
H 0.181 5.608 -0.711
H -1.892 5.514 1.035
O 0.579 -4.944 2.399
C 0.506 -3.891 3.003
O 1.303 -3.491 4.069
C 0.820 -2.274 4.545
C -0.069 -1.778 3.451
F 0.774 -1.123 2.669
O -0.446 -2.967 2.857
H 0.228 -2.443 5.444
H 1.649 -1.614 4.801
H -0.873 -1.138 3.815
O 1.368 2.827 2.454
C 1.885 2.126 3.342
O 3.262 2.093 3.581
C 3.580 1.138 4.610
C 2.337 1.377 5.415
F 2.494 2.499 6.145
O 1.365 1.557 4.371
H 3.550 0.155 4.140
H 4.518 1.196 5.162
H 2.231 0.494 6.045
O 3.106 0.503 -1.977
C 4.236 0.987 -1.910
O 4.607 2.299 -1.814
C 5.849 2.435 -2.452
C 6.447 1.107 -1.998
F 7.104 1.048 -0.829
O 5.312 0.277 -2.073
H 5.709 2.574 -3.524
H 6.394 3.264 -1.999
H 7.223 0.813 -2.705
C 0.159 0.777 -0.178
C -0.932 0.085 0.528
N -1.810 -0.455 1.124
H 1.058 0.757 0.437
H -0.084 1.813 -0.415
H 0.345 0.279 -1.129